Below is a 7-piece molecular cluster, C20H47BNO10P2 overall at a distorted geometry, with properties calculated with ωB97M-V/def2-TZVPD.

ORCA input file:
```
! wB97M-V def2-TZVPD RIJCOSX def2/J DEFGRID3
* xyz 1 1
C 5.778 -3.049 0.692
N 6.080 -1.602 0.641
C 6.403 -1.097 1.982
B 5.017 -0.919 -0.024
O 4.985 -0.466 -1.280
P 3.266 -0.497 0.898
P 1.626 -1.998 0.575
O 1.442 -2.201 -0.852
O 1.988 -3.328 1.342
O 0.430 -1.332 1.345
H 4.829 -3.267 1.204
H 6.579 -3.555 1.227
H 5.708 -3.453 -0.317
H 6.595 -0.026 1.959
H 7.320 -1.579 2.324
H 5.633 -1.331 2.730
H 5.866 -0.253 -1.616
H 3.488 -0.368 2.273
H 2.744 0.722 0.456
H 2.257 -3.236 2.264
H 0.684 -0.486 1.778
C -1.051 3.163 1.660
C -0.153 2.108 1.087
O 0.383 1.277 1.809
C 0.048 2.111 -0.397
H -1.124 3.053 2.739
H -0.660 4.153 1.416
H -2.050 3.088 1.223
H 0.485 3.052 -0.729
H -0.913 1.993 -0.901
H 0.702 1.293 -0.694
C -1.965 -1.763 -3.770
C -2.639 -1.495 -2.449
O -3.543 -0.698 -2.333
C -2.108 -2.241 -1.254
H -2.424 -1.159 -4.549
H -0.901 -1.527 -3.699
H -2.058 -2.821 -4.023
H -1.071 -1.949 -1.090
H -2.176 -3.318 -1.411
H -2.687 -1.968 -0.372
C 1.928 2.569 4.434
C 3.028 3.319 3.725
O 3.703 2.763 2.881
C 3.245 4.758 4.100
H 1.914 1.561 4.029
H 2.103 2.534 5.510
H 0.962 3.041 4.254
H 3.482 4.836 5.163
H 2.336 5.334 3.917
H 4.062 5.175 3.516
C 0.728 5.017 -4.876
C 0.523 3.686 -4.201
O 0.830 3.506 -3.042
C -0.085 2.589 -5.037
H 1.170 5.723 -4.176
H 1.386 4.901 -5.739
H -0.227 5.407 -5.232
H 0.544 2.388 -5.906
H -1.068 2.895 -5.398
H -0.185 1.683 -4.444
C -4.592 1.343 0.211
C -4.927 2.256 1.363
O -4.436 3.359 1.455
C -5.889 1.726 2.397
H -3.903 1.855 -0.457
H -4.123 0.428 0.578
H -5.481 1.058 -0.351
H -5.493 0.813 2.844
H -6.845 1.484 1.930
H -6.044 2.473 3.172
C -4.923 -5.348 -0.597
C -3.729 -6.040 -1.208
O -2.935 -5.441 -1.898
C -3.576 -7.511 -0.919
H -4.926 -4.297 -0.877
H -5.845 -5.817 -0.945
H -4.892 -5.436 0.491
H -4.451 -8.056 -1.277
H -3.496 -7.676 0.157
H -2.686 -7.892 -1.412
*
```

Results
Orbital gap = 7.660 eV
F_max = 1.06 eV/A
Highest occupied orbital energy = -11.03 eV

Below is a 5-piece molecular cluster, C20H47BrO11 overall at a distorted geometry, with properties calculated with ωB97M-V/def2-TZVPD.

ORCA input file:
```
! wB97M-V def2-TZVPD RIJCOSX def2/J DEFGRID3
* xyz 0 1
C 3.211 -2.058 0.042
C 2.270 -1.611 -1.118
Br 3.385 -1.074 -2.649
C 1.434 -0.424 -0.618
O 0.480 -0.862 0.364
C -0.632 -1.418 -0.164
O -1.622 -0.845 -0.250
O -0.586 -2.696 -0.554
H 2.916 -1.582 0.976
H 4.210 -1.722 -0.220
H 3.155 -3.137 0.171
H 1.648 -2.433 -1.444
H 2.117 0.235 -0.084
H 1.002 0.173 -1.425
H -0.001 -3.197 0.038
C -0.641 3.336 -3.853
O -0.844 2.098 -3.190
C -1.211 2.253 -1.825
C -2.692 2.020 -1.620
O -3.460 3.055 -2.224
C -4.046 2.656 -3.451
H -0.541 3.132 -4.919
H -1.481 4.018 -3.705
H 0.283 3.808 -3.499
H -0.916 3.239 -1.451
H -0.658 1.499 -1.260
H -2.906 2.045 -0.548
H -2.989 1.039 -1.999
H -4.859 1.945 -3.269
H -3.309 2.207 -4.122
H -4.458 3.545 -3.928
C -0.470 -5.278 1.831
O 0.140 -5.797 0.658
C 1.277 -6.603 0.949
C 0.956 -8.076 0.821
O 0.059 -8.501 1.836
C -1.271 -8.657 1.368
H -1.421 -4.827 1.549
H -0.658 -6.062 2.567
H 0.170 -4.504 2.273
H 1.671 -6.377 1.944
H 2.048 -6.346 0.215
H 1.880 -8.649 0.950
H 0.556 -8.300 -0.172
H -1.344 -9.536 0.720
H -1.614 -7.773 0.825
H -1.914 -8.808 2.233
C 2.382 -0.925 3.918
O 3.124 -2.133 3.942
C 4.440 -1.964 4.452
C 4.551 -2.466 5.876
O 3.808 -1.652 6.773
C 2.579 -2.241 7.163
H 1.346 -1.170 3.686
H 2.413 -0.412 4.882
H 2.768 -0.262 3.136
H 4.752 -0.917 4.387
H 5.108 -2.555 3.817
H 5.599 -2.412 6.187
H 4.232 -3.511 5.943
H 2.760 -3.086 7.835
H 2.001 -2.576 6.299
H 2.003 -1.487 7.698
C -2.856 6.199 -2.241
O -2.792 6.338 -3.653
C -3.734 7.273 -4.159
C -3.073 8.587 -4.515
O -2.615 9.269 -3.355
C -1.215 9.158 -3.167
H -1.997 5.609 -1.924
H -2.820 7.169 -1.739
H -3.767 5.667 -1.957
H -4.549 7.430 -3.447
H -4.160 6.837 -5.069
H -3.813 9.235 -4.995
H -2.253 8.428 -5.222
H -0.683 9.753 -3.917
H -0.883 8.118 -3.221
H -0.978 9.550 -2.179
*
```

Results
Orbital gap = 9.554 eV
F_max = 4.99 eV/A
SMILES = C[C@H](Br)COC(=O)O.COCCOC.COCCOC.COCCOC.COCCOC
Highest occupied orbital energy = -8.99 eV

Below is C20H47NNdO4P3 as an isolated structure at a distorted geometry, with properties calculated with ωB97M-V/def2-TZVPD.

ORCA input file:
```
! wB97M-V def2-TZVPD RIJCOSX def2/J DEFGRID3
* xyz 2 4
Nd 0.682 -0.120 0.107
P 0.506 0.511 -2.728
P -0.834 -0.495 2.561
N -1.412 0.924 -0.221
C -1.163 1.286 -2.773
H -1.108 2.182 -3.407
H -1.850 0.601 -3.280
C -1.715 1.719 -1.394
H -1.323 2.732 -1.156
H -2.812 1.871 -1.521
C -2.316 1.269 0.858
H -3.358 1.419 0.496
H -1.991 2.274 1.182
C -2.401 0.351 2.101
H -3.181 -0.407 1.981
H -2.715 0.974 2.948
C -0.133 0.429 4.039
C 1.337 0.026 4.293
H 1.780 0.700 5.035
H 1.948 0.110 3.382
H 1.422 -0.996 4.669
C -1.319 -2.206 3.069
C -0.091 -3.062 3.469
H -0.406 -4.113 3.538
H 0.308 -2.769 4.441
H 0.704 -3.006 2.717
C 0.465 -0.878 -3.947
C 1.815 -1.643 -3.997
H 1.673 -2.565 -4.574
H 2.150 -1.928 -2.993
H 2.595 -1.056 -4.485
C 1.721 1.830 -3.284
C 3.160 1.464 -2.870
H 3.831 2.310 -3.089
H 3.527 0.587 -3.408
H 3.246 1.269 -1.787
C 2.813 -1.896 0.327
C -2.461 -2.286 4.087
H -2.149 -1.978 5.081
H -3.326 -1.692 3.777
H -2.793 -3.334 4.153
C -0.064 -0.511 -5.339
H -0.238 -1.442 -5.899
H -1.022 0.015 -5.285
H 0.643 0.084 -5.906
C 1.644 2.226 -4.758
H 2.194 3.171 -4.906
H 2.112 1.485 -5.412
H 0.611 2.409 -5.095
C -0.957 0.360 5.332
H -0.819 -0.588 5.858
H -0.620 1.154 6.011
H -2.029 0.526 5.155
H -0.124 1.476 3.691
H 1.417 2.710 -2.678
H -1.697 -2.614 2.108
H -0.273 -1.556 -3.475
O 3.823 -2.440 0.491
H -1.472 -0.194 -0.465
H -0.981 -1.084 -0.519
C 1.996 4.732 -0.658
O 1.033 3.711 -0.292
P 1.420 2.526 0.785
O 0.928 3.072 2.260
C 1.321 4.314 2.863
O 3.064 2.709 0.832
C 3.876 2.010 1.809
H 1.395 5.462 -1.191
H 2.766 4.338 -1.336
H 2.451 5.215 0.214
H 1.950 4.945 2.213
H 0.397 4.849 3.098
H 1.857 4.086 3.781
H 3.916 0.922 1.594
H 4.862 2.451 1.727
H 3.471 2.157 2.830
*
```

Results
Orbital gap (alpha / beta) = 7.060 / 7.184 eV
F_max = 5.63 eV/A
Highest occupied orbital energy (alpha / beta) = -13.98 / -14.02 eV

Below is a 3-piece molecular cluster, C20H48BBrN3O7P overall at a distorted geometry, with properties calculated with ωB97M-V/def2-TZVPD.

ORCA input file:
```
! wB97M-V def2-TZVPD RIJCOSX def2/J DEFGRID3
* xyz 0 1
C -1.765 -1.327 1.286
C -2.187 -1.401 -0.157
O -1.419 -1.633 -1.069
O -3.516 -1.158 -0.357
C -4.174 -2.032 -1.272
C -5.161 -3.001 -0.599
C -5.018 -3.169 0.922
C -5.093 -4.656 1.396
B -3.956 -4.985 2.418
C -4.159 -4.889 3.962
C -3.249 -3.705 4.425
N -2.029 -4.129 5.097
P -2.144 -5.408 1.872
O -2.125 -7.040 2.157
Br -2.305 -5.300 -0.376
H -2.484 -0.727 1.835
H -1.820 -2.344 1.673
H -0.770 -0.916 1.353
H -4.727 -1.401 -1.963
H -3.453 -2.576 -1.874
H -6.179 -2.684 -0.806
H -5.028 -3.973 -1.065
H -5.840 -2.653 1.408
H -4.102 -2.721 1.290
H -5.011 -5.334 0.548
H -6.044 -4.843 1.892
H -3.872 -5.804 4.479
H -5.194 -4.674 4.216
H -3.851 -3.070 5.070
H -2.969 -3.107 3.554
H -1.223 -3.947 4.519
H -2.045 -5.116 5.301
H -1.495 -7.424 1.541
C 3.239 2.920 4.799
O 2.486 3.971 4.229
C 2.995 4.463 2.995
C 2.096 4.092 1.837
N 2.139 2.662 1.565
C 1.136 2.191 0.614
C -0.337 2.349 0.971
O -0.771 1.532 2.043
C -0.550 2.048 3.342
H 2.864 2.764 5.809
H 3.129 1.983 4.242
H 4.301 3.176 4.855
H 4.016 4.110 2.826
H 3.026 5.554 3.073
H 2.428 4.630 0.944
H 1.084 4.442 2.082
H 2.028 2.157 2.433
H 1.322 1.124 0.456
H 1.312 2.686 -0.348
H -0.911 2.016 0.102
H -0.620 3.393 1.146
H -0.626 3.138 3.365
H 0.422 1.744 3.740
H -1.317 1.632 3.996
C 5.726 3.008 -5.870
O 4.579 2.460 -6.488
C 4.473 1.046 -6.393
C 3.347 0.635 -5.470
N 3.652 0.950 -4.081
C 2.533 0.792 -3.157
C 1.294 1.657 -3.362
O 1.494 3.036 -3.105
C 2.026 3.788 -4.178
H 5.788 4.053 -6.170
H 5.667 2.967 -4.777
H 6.636 2.496 -6.195
H 5.421 0.605 -6.072
H 4.252 0.672 -7.396
H 3.192 -0.445 -5.560
H 2.435 1.135 -5.823
H 3.989 1.901 -4.025
H 2.914 0.999 -2.154
H 2.223 -0.258 -3.167
H 0.552 1.328 -2.630
H 0.838 1.511 -4.348
H 1.687 3.410 -5.146
H 3.120 3.806 -4.159
H 1.677 4.815 -4.065
*
```

Results
Orbital gap = 8.481 eV
F_max = 1.37 eV/A
SMILES = CC(=O)OCCCCB(CCN)P(O)Br.COCCNCCOC.COCCNCCOC
Highest occupied orbital energy = -8.54 eV

Below is a 2-piece molecular cluster, C20H48N2O5Si2 overall at a distorted geometry, with properties calculated with ωB97M-V/def2-TZVPD.

ORCA input file:
```
! wB97M-V def2-TZVPD RIJCOSX def2/J DEFGRID3
* xyz 0 1
C 2.130 -2.956 4.225
C 2.022 -1.991 2.948
C 1.909 -0.484 3.497
C 0.374 -0.033 3.702
C 0.043 1.250 2.802
C 0.658 2.611 3.415
C 0.529 3.804 2.311
N -0.832 3.687 1.718
O -0.860 3.937 0.363
C -1.094 2.616 -0.258
C -1.922 2.703 -1.614
C -2.057 1.172 -2.145
O -1.230 3.494 -2.616
C -1.847 4.451 2.457
O -1.808 5.655 2.738
O -2.968 3.686 2.934
C -4.010 3.649 1.912
C -5.262 2.898 2.592
C -5.450 1.411 2.025
N -4.870 0.365 2.949
H 1.211 -2.798 4.889
H 2.277 -4.050 3.937
H 3.084 -2.647 4.785
H 3.013 -2.037 2.367
H 1.166 -2.274 2.250
H 2.409 0.202 2.737
H 2.412 -0.430 4.515
H 0.106 0.145 4.800
H -0.270 -0.901 3.347
H -1.104 1.306 2.741
H 0.385 1.063 1.722
H -0.070 2.915 4.254
H 1.729 2.494 3.773
H 1.344 3.666 1.514
H 0.732 4.787 2.845
H -1.766 2.060 0.493
H -0.111 2.050 -0.332
H -2.991 3.073 -1.424
H -2.935 1.039 -2.853
H -1.045 0.916 -2.600
H -2.235 0.521 -1.213
H -1.193 2.905 -3.397
H -3.722 3.055 0.984
H -4.246 4.730 1.637
H -6.250 3.448 2.405
H -5.122 2.825 3.725
H -6.588 1.237 1.952
H -5.033 1.269 0.963
H -5.452 0.400 3.801
H -5.039 -0.569 2.551
O 1.674 -2.145 -3.513
Si 2.309 -2.499 -5.016
C 2.156 -4.338 -5.369
C 4.126 -2.026 -5.082
C 1.416 -1.570 -6.377
Si 1.931 -2.563 -1.918
C 0.735 -1.682 -0.775
C 3.677 -2.105 -1.399
C 1.703 -4.412 -1.684
H 2.773 -4.917 -4.679
H 2.483 -4.562 -6.388
H 1.119 -4.664 -5.260
H 4.258 -0.978 -4.804
H 4.523 -2.168 -6.091
H 4.713 -2.641 -4.396
H 1.499 -0.490 -6.232
H 0.356 -1.836 -6.401
H 1.851 -1.818 -7.348
H 0.848 -0.598 -0.853
H 0.924 -1.971 0.261
H -0.299 -1.942 -1.017
H 4.413 -2.694 -1.950
H 3.821 -2.290 -0.333
H 3.869 -1.046 -1.592
H 2.464 -4.970 -2.236
H 0.720 -4.726 -2.046
H 1.784 -4.679 -0.629
*
```

Results
Orbital gap = 9.537 eV
F_max = 3.88 eV/A
SMILES = CCCCCCCN(OC[C@H](C)O)C(=O)OCCCN.C[Si](C)(C)O[Si](C)(C)C
Highest occupied orbital energy = -9.03 eV

Below is C20H49BaN3O2 as an isolated structure at a distorted geometry, with properties calculated with ωB97M-V/def2-TZVPD.

ORCA input file:
```
! wB97M-V def2-TZVPD RIJCOSX def2/J DEFGRID3
* xyz 0 1
Ba -0.348 -0.520 0.656
O 0.139 -0.623 3.215
C -0.917 -1.509 3.624
C -0.981 -2.777 2.817
O -1.606 -2.535 1.614
H -1.829 -0.942 3.752
H -0.586 -1.778 4.679
H -1.487 -3.576 3.318
H -0.023 -3.227 2.627
C -3.509 -0.910 -0.350
C -3.535 -0.112 0.963
N -2.675 1.086 0.948
C -3.287 2.131 0.104
C -4.632 2.698 0.567
C -2.388 1.529 2.320
C -1.060 2.284 2.478
H -4.197 -1.694 -0.250
H -2.509 -1.377 -0.591
H -3.707 -0.305 -1.217
H -3.191 -0.785 1.708
H -4.562 0.091 1.220
H -3.447 1.815 -0.909
H -2.621 2.983 0.110
H -5.504 2.051 0.427
H -4.869 3.585 -0.003
H -4.603 2.951 1.613
H -2.392 0.729 3.040
H -3.206 2.132 2.680
H -0.930 2.469 3.522
H -0.959 3.233 1.946
H -0.187 1.676 2.202
C 0.218 -2.866 -1.445
C 1.141 -2.979 -0.162
N 2.139 -2.002 -0.361
C 2.684 -1.327 0.827
C 2.852 -2.080 2.092
C 3.257 -2.694 -0.991
C 3.985 -1.786 -1.962
H 0.099 -1.839 -1.773
H -0.696 -3.456 -1.355
H 0.639 -3.390 -2.306
H 1.542 -3.975 -0.031
H 0.599 -2.811 0.751
H 2.361 -0.363 1.051
H 3.706 -1.051 0.529
H 3.652 -1.587 2.573
H 3.119 -3.105 1.981
H 1.947 -2.014 2.743
H 2.878 -3.528 -1.588
H 3.865 -3.192 -0.278
H 3.313 -1.475 -2.730
H 4.843 -2.287 -2.346
H 4.338 -0.888 -1.403
C 2.036 1.530 -3.500
C 1.858 0.721 -2.188
N 0.957 1.262 -1.196
C -0.219 1.871 -1.730
C -1.024 0.875 -2.598
C 1.616 2.158 -0.297
C 2.002 3.542 -0.898
H 1.262 2.123 -3.849
H 2.229 0.894 -4.334
H 2.894 2.174 -3.469
H 2.789 0.534 -1.699
H 1.511 -0.283 -2.496
H -0.013 2.740 -2.328
H -0.772 2.247 -0.838
H -0.632 0.735 -3.605
H -2.101 1.162 -2.679
H -1.139 -0.142 -2.244
H 2.529 1.740 0.113
H 1.026 2.278 0.600
H 1.137 4.029 -1.338
H 2.736 3.432 -1.774
H 2.445 4.299 -0.299
*
```

Results
Orbital gap = 6.442 eV
F_max = 4.42 eV/A
Relative energy (zero: lowest compared OMol25 entry of this formula, charge and spin) = 0.0225 eV
Highest occupied orbital energy = -6.30 eV